Model i:
{"formula": "C6H6NS", "method": "wB97M-V/def2-TZVPD", "orbital_gap_ev": 9.622, "total_charge": 1, "lumo_ev": -5.35, "e_homo_ha": -0.550, "spin_multiplicity": 1, "elements": ["S", "N", "C", "C", "C", "C", "C", "C", "H", "H", "H", "H", "H", "H"], "xyz": [[-0.362, 1.577, -2.772], [0.661, -1.225, -2.509], [-0.370, 1.670, -0.959], [-0.008, 0.262, 1.243], [-0.052, 0.568, -0.212], [0.469, -0.591, -1.426], [0.170, 0.044, -2.741], [-0.142, -1.184, 1.512], [-0.676, 0.796, 1.764], [0.053, -1.399, 2.533], [-0.992, -1.780, 1.029], [0.735, -1.874, 1.120], [-0.535, 2.602, -0.332], [1.049, 0.534, 1.750]]}

Model ii:
{"formula": "C6H6NS", "method": "wB97M-V/def2-TZVPD", "orbital_gap_ev": 9.130, "total_charge": 1, "lumo_ev": -6.26, "e_homo_ha": -0.566, "spin_multiplicity": 1, "elements": ["S", "N", "C", "C", "C", "C", "C", "C", "H", "H", "H", "H", "H", "H"], "xyz": [[-2.767, 1.338, -0.083], [-2.602, -1.801, 0.247], [0.899, -0.579, 0.311], [2.000, 0.156, -0.408], [-1.632, -0.983, 0.106], [-3.077, -0.343, 0.056], [-0.996, 1.219, -0.060], [-0.560, -0.069, 0.071], [2.070, 0.024, -1.425], [1.025, -1.625, 0.168], [1.735, 1.226, -0.274], [1.130, -0.330, 1.384], [-0.258, 2.025, -0.096], [3.034, -0.257, 0.003]]}

Pick model ii: it beats the second-best structure by 70.7 kJ/mol.